(1)
54
Properties=species:S:1:pos:R:3:forces:R:3:lowdin_charge:R:1 method="wB97M-V/def2-TZVPD" homo_ev=-19.6 mol_weight_g_mol=737.03 lumo_energy_ev=-14.753 orbital_gap_ev=4.8 e_above_lowest_kj_mol=138.7 charge=+4
Pt 0.820614 1.047444 0.107163 0.564 0.483 0.142 0.8660
C -1.726324 -0.004835 2.780584 0.060 0.177 -0.036 -0.2080
Sb 0.085618 -0.672462 1.953854 -0.374 -0.393 0.067 1.5719
C 1.523904 -0.892667 3.491693 0.132 0.286 -0.186 -0.1945
C -0.253911 -2.582162 1.020169 -0.061 0.134 -0.092 -0.2217
C -1.690351 -2.670363 0.619119 0.093 0.070 -0.171 -0.3071
C -2.617613 -3.167555 1.530607 -0.052 -0.024 0.042 -0.0274
C -3.966284 -3.229853 1.212199 -0.040 0.056 -0.141 -0.0031
C -4.402772 -2.774043 -0.027240 -0.023 -0.080 0.189 -0.0040
C -3.487420 -2.286056 -0.947197 0.087 -0.048 -0.056 -0.0143
C -2.127334 -2.243552 -0.648533 -0.016 0.024 0.139 -0.2837
C -1.161522 -1.836051 -1.714058 0.048 -0.121 0.165 -0.2399
Sb -0.682070 0.237685 -1.843565 -0.381 -0.226 -0.266 1.5308
C 0.469429 0.406000 -3.605208 0.063 0.175 0.144 -0.2024
C -2.451911 1.368852 -2.026086 0.138 0.131 0.196 -0.2004
H -2.097235 -0.857617 3.351914 -0.047 -0.010 0.001 0.0494
H -2.432175 0.257769 1.996575 -0.022 -0.059 -0.001 0.0368
H -1.541844 0.837506 3.442867 0.034 0.004 -0.005 0.0412
H 0.945026 -1.434890 4.245846 0.060 -0.029 0.040 0.0563
H 1.867798 0.055581 3.898351 -0.057 0.020 -0.001 0.0432
H 2.356339 -1.490374 3.128575 -0.027 -0.043 0.032 0.0391
H 0.005236 -3.268389 1.830193 0.008 -0.041 0.014 0.0998
H 0.486746 -2.681157 0.230719 -0.006 -0.094 -0.008 0.0655
H -2.278621 -3.546200 2.488744 -0.007 -0.009 0.021 0.1345
H -4.673890 -3.644429 1.916737 0.001 -0.016 0.023 0.1357
H -5.450515 -2.833185 -0.287506 -0.023 0.017 -0.004 0.1354
H -3.837634 -1.988090 -1.929205 0.016 -0.014 -0.022 0.1313
H -1.589105 -2.002160 -2.708421 0.032 0.057 -0.049 0.1036
H -0.197943 -2.342713 -1.683392 -0.038 -0.074 -0.035 0.0780
H -0.258079 0.182522 -4.390074 0.043 -0.006 -0.064 0.0557
H 1.253449 -0.345987 -3.584467 -0.018 -0.027 -0.016 0.0325
H 0.875595 1.402345 -3.759832 -0.027 0.026 0.019 0.0408
H -2.915262 0.968466 -2.931124 -0.057 0.006 0.006 0.0551
H -2.224745 2.423548 -2.163232 0.011 -0.004 -0.022 0.0377
H -3.093527 1.215873 -1.161702 -0.026 -0.047 -0.027 0.0363
C 0.895573 4.263716 0.041749 0.008 0.025 0.001 0.0333
C -0.182992 3.690110 0.893030 0.026 -0.030 0.050 -0.4722
N -0.982029 4.461746 1.569915 0.017 0.002 -0.029 0.2853
O -0.360117 2.409509 0.991729 -0.247 -0.066 -0.024 -0.2645
H 0.926478 5.349886 0.092555 0.012 0.004 -0.015 0.1173
H 0.727297 3.978287 -1.000515 0.001 0.009 0.002 0.1049
H 1.866663 3.877989 0.364041 -0.006 0.002 -0.001 0.1004
H -0.889365 5.470501 1.542761 0.001 -0.020 0.003 0.1690
H -1.718229 4.077266 2.150411 0.014 0.019 -0.002 0.1635
N 5.727543 0.327773 -1.204769 0.070 0.048 -0.016 0.2289
C 4.475002 -0.495234 -1.200101 0.060 -0.040 -0.045 -0.0139
C 3.318071 0.344901 -0.692355 -0.328 -0.039 0.023 -0.6048
O 2.143965 -0.249994 -0.666755 0.231 -0.419 -0.122 -0.2814
O 3.467248 1.492125 -0.323730 0.121 0.208 0.092 0.0680
H 6.558635 -0.263962 -1.327782 -0.021 0.020 0.000 0.1992
H 5.836946 0.855373 -0.330000 -0.004 -0.032 -0.032 0.1838
H 5.733412 1.020179 -1.962447 -0.001 -0.030 0.038 0.1931
H 4.632722 -1.364250 -0.560062 -0.026 0.041 0.005 0.1610
H 4.291508 -0.854721 -2.212743 -0.015 -0.002 0.031 0.1590



(2)
17
Properties=species:S:1:pos:R:3:forces:R:3:lowdin_charge:R:1 method="wB97M-V/def2-TZVPD" homo_ev=-8.4 mol_weight_g_mol=102.13 lumo_energy_ev=0.600 orbital_gap_ev=9.0 e_above_lowest_kj_mol=231.9 charge=0 smiles="C=C/C(O)=C/C.O"
C -0.160495 2.125998 1.387228 1.273 -1.409 0.252 0.0134
C 0.602080 1.479357 0.486757 -1.111 1.561 -0.063 -0.1227
C 0.606729 0.039871 0.214908 -0.315 -0.591 1.008 -0.3857
O 1.516309 -0.391615 -0.729835 0.001 0.043 0.396 0.0043
C -0.181077 -0.852119 0.844270 0.127 -0.119 -0.650 -0.0876
C -0.178869 -2.332491 0.535755 -0.223 1.135 0.033 -0.0773
H -0.632016 1.498417 2.138154 -0.434 0.521 0.066 0.0512
H -0.040187 3.186556 1.538755 -0.349 0.086 -0.060 0.0502
H 1.116769 2.156390 -0.189362 0.435 -0.541 -0.207 0.1042
H 1.034179 -0.267993 -1.551666 0.283 0.029 -0.781 0.0558
H -0.961804 -0.540618 1.527916 0.237 0.321 0.101 0.0994
H 0.760530 -2.586684 0.061307 0.030 -0.370 0.011 0.0699
H -1.011054 -2.503744 -0.153699 0.095 -0.371 -0.007 0.0776
H -0.370574 -2.878011 1.456153 0.149 -0.288 -0.082 0.0689
O -0.387361 0.445082 -2.550685 0.666 -0.493 -0.184 -0.0218
H -0.745736 1.020085 -3.221822 -0.314 0.224 -0.007 0.0562
H -0.967428 0.401519 -1.794135 -0.551 0.262 0.173 0.0441